C3H8N6O6 | ωB97M-V/def2-TZVPD

Its frontier orbital gap is 0.332 hartree. As for the SMILES: NCC([N+](=O)[O-])([N+](=O)[O-])C(N)(N)[N+](=O)[O-]. For the energy above the lowest of the compared OMol25 structures with the same formula, charge and spin, the calculation gives 161.1 kJ/mol. For the LUMO energy, the calculation gives -0.0267 Ha. The largest force on an atom comes out at 4.559 eV Å⁻¹.

```
23
C3H8N6O6, DFT ωB97M-V/def2-TZVPD
N -1.1958 0.2858 -0.8557
C 0.1409 0.6894 -1.3309
C 0.9560 0.5677 -0.0409
N 0.7421 1.7874 0.7632
O 0.9161 2.7864 0.2111
O 0.4439 1.7124 1.9400
N 2.4437 0.5774 -0.3338
O 2.9498 -0.0929 -1.2180
O 3.0211 1.4669 0.2719
C 0.7048 -0.8091 0.6437
N -0.2424 -0.9792 1.5916
N 2.4252 -1.2712 1.0844
N 0.5445 -1.8144 -0.4089
O 1.3641 -1.8488 -1.2950
O -0.2381 -2.7338 -0.2300
H -1.7360 1.0724 -0.5671
H -1.6933 -0.2963 -1.5806
H 0.6559 -0.1053 -1.9210
H 0.1828 1.6694 -1.8461
H -0.4246 -0.2651 2.3069
H -0.3450 -1.9629 1.7842
H 2.4156 -1.2765 2.0692
H 2.6169 -2.1176 0.6381
```

Results of the Löwdin charge analysis, in e, for atoms 1 through 6: N 0.05; C -0.14; C -0.21; N -0.37; O 0.16; O 0.10

---

C3H8NO | ωB97M-V/def2-TZVPD

Its frontier orbital gap is 0.262 hartree. For the energy above the lowest of the compared OMol25 structures with the same formula, charge and spin, the calculation gives 402.1 kJ/mol. For the LUMO energy, the calculation gives 0.1710 Ha. The charge is -1. The largest force on an atom comes out at 7.416 eV Å⁻¹.

```
13
C3H8NO, DFT ωB97M-V/def2-TZVPD
C 0.3355 0.2931 -0.5961
O 1.6571 -0.3003 -0.4811
C -1.3135 0.3269 0.1974
C -0.5753 -0.8938 0.1829
N -2.4366 0.6426 -0.3881
H 0.1507 0.2917 -1.6720
H 0.6353 1.2960 -0.3106
H -1.1838 0.9942 1.0472
H 2.9710 -0.0576 1.0240
H -0.1163 -1.2296 1.0962
H -0.8246 -1.6391 -0.5559
H 3.2974 0.2457 1.6503
H -2.5969 0.0302 -1.1941
```

Results of the Löwdin charge analysis, in e, for atoms 1 through 6: C -0.38; O -0.50; C -0.51; C -0.07; N -0.01; H 0.09

---

C3H8NO | ωB97M-V/def2-TZVPD

Its frontier orbital gap (spin up / spin down) is 0.331 / 0.331 hartree. For the energy above the lowest of the compared OMol25 structures with the same formula, charge and spin, the calculation gives 319.2 kJ/mol. For the LUMO energy (spin up / spin down), the calculation gives -0.1720 / -0.1720 Ha. The charge is +1. The largest force on an atom comes out at 4.566 eV Å⁻¹.

```
13
C3H8NO, DFT ωB97M-V/def2-TZVPD
C 1.7879 -0.5621 -0.3671
C -1.2357 -0.9973 0.3721
C -0.6890 0.0893 -0.4939
N -0.4258 1.2523 0.1056
O 2.3240 0.4457 0.1825
H 2.5881 -1.2743 -0.7267
H -0.7642 -2.0103 0.1111
H -2.3563 -1.0584 0.1839
H -1.1268 -0.8270 1.3669
H -0.7131 0.0325 -1.5460
H 1.7487 1.2068 0.4596
H -0.7567 1.7204 0.9565
H -0.3811 1.9824 -0.6045
```

Results of the Löwdin charge analysis, in e, for atoms 1 through 6: C 0.08; C -0.05; C -0.12; N 0.11; O 0.04; H 0.09

---

C3H8NO | ωB97M-V/def2-TZVPD

Its frontier orbital gap (spin up / spin down) is 0.276 / 0.275 hartree. For the energy above the lowest of the compared OMol25 structures with the same formula, charge and spin, the calculation gives 493.6 kJ/mol. For the LUMO energy (spin up / spin down), the calculation gives -0.2732 / -0.2733 Ha. The charge is +1. The largest force on an atom comes out at 5.121 eV Å⁻¹.

```
13
C3H8NO, DFT ωB97M-V/def2-TZVPD
C -2.4664 0.2985 0.4270
C 0.8066 0.0662 -1.3249
C 1.3035 -0.4611 0.9527
N 0.5329 -0.6231 -0.1047
O -1.3227 0.4625 0.1761
H -3.2036 0.9679 -0.1462
H -2.8178 -0.2832 1.2910
H -0.0358 0.8314 -1.6750
H 1.8393 0.3754 -1.3942
H 0.6423 -0.7670 -2.0938
H 1.3652 -1.3087 1.5415
H 2.3761 -0.0350 0.7845
H 0.9804 0.4761 1.5658
```

Results of the Löwdin charge analysis, in e, for atoms 1 through 6: C -0.02; C -0.04; C -0.09; N 0.05; O -0.02; H 0.14

---

C3H8NO | ωB97M-V/def2-TZVPD

Its frontier orbital gap (spin up / spin down) is 0.219 / 0.406 hartree. As for the expectation value of S²: 2.01. For the energy above the lowest of the compared OMol25 structures with the same formula, charge and spin, the calculation gives 25.3 kJ/mol. For the LUMO energy (spin up / spin down), the calculation gives -0.1659 / -0.2312 Ha. The charge is +1. The largest force on an atom comes out at 5.867 eV Å⁻¹. As for the spin multiplicity: 3.

```
13
C3H8NO, DFT ωB97M-V/def2-TZVPD
C -0.0792 1.2863 0.7453
C 2.1327 -1.8168 0.2329
C -1.4173 0.4008 -0.9923
N -1.1690 0.8290 0.4062
O 1.5677 -0.8020 0.6002
H 0.1003 1.7050 1.8659
H 0.6576 1.2673 0.0040
H 2.5064 -2.5580 0.9082
H 2.0549 -2.1902 -0.9062
H -0.5420 0.5820 -1.6014
H -1.7654 -0.5867 -1.1183
H -2.1619 1.0033 -1.3240
H -1.8849 0.8800 1.1795
```

Results of the Löwdin charge analysis, in e, for atoms 1 through 6: C 0.09; C -0.19; C 0.04; N 0.02; O 0.01; H 0.20

---

C3H8NO2 | ωB97M-V/def2-TZVPD

Its frontier orbital gap is 0.232 hartree. As for the SMILES: N[C@H](C[O-])CO. For the energy above the lowest of the compared OMol25 structures with the same formula, charge and spin, the calculation gives 364.7 kJ/mol. For the LUMO energy, the calculation gives 0.1481 Ha. The charge is -1. The largest force on an atom comes out at 3.046 eV Å⁻¹.

```
14
C3H8NO2, DFT ωB97M-V/def2-TZVPD
N -0.2374 0.3906 -1.4241
C 0.1957 -0.1263 -0.1725
C -0.2300 -1.5653 0.3538
O 0.8061 -2.2045 0.9273
C 0.0132 0.8827 0.9411
O 0.6221 2.1169 0.6097
H -1.0997 0.6657 -1.7491
H 0.2630 -0.0737 -2.1631
H 1.2675 -0.2844 -0.2108
H -0.4437 -2.2468 -0.4875
H -1.1946 -1.1614 0.7822
H 0.6507 0.5941 1.8045
H -1.0777 1.0301 1.1242
H 0.4648 1.9822 -0.3358
```

Results of the Löwdin charge analysis, in e, for atoms 1 through 6: N 0.04; C -0.43; C -0.51; O -0.36; C -0.28; O -0.11

---

What is the largest force on an atom in the first record?
4.559 eV Å⁻¹

---

What did the first record say?
C3H8N6O6 | ωB97M-V/def2-TZVPD

Its frontier orbital gap is 0.332 hartree. As for the SMILES: NCC([N+](=O)[O-])([N+](=O)[O-])C(N)(N)[N+](=O)[O-]. For the energy above the lowest of the compared OMol25 structures with the same formula, charge and spin, the calculation gives 161.1 kJ/mol. For the LUMO energy, the calculation gives -0.0267 Ha. The largest force on an atom comes out at 4.559 eV Å⁻¹.

```
23
C3H8N6O6, DFT ωB97M-V/def2-TZVPD
N -1.1958 0.2858 -0.8557
C 0.1409 0.6894 -1.3309
C 0.9560 0.5677 -0.0409
N 0.7421 1.7874 0.7632
O 0.9161 2.7864 0.2111
O 0.4439 1.7124 1.9400
N 2.4437 0.5774 -0.3338
O 2.9498 -0.0929 -1.2180
O 3.0211 1.4669 0.2719
C 0.7048 -0.8091 0.6437
N -0.2424 -0.9792 1.5916
N 2.4252 -1.2712 1.0844
N 0.5445 -1.8144 -0.4089
O 1.3641 -1.8488 -1.2950
O -0.2381 -2.7338 -0.2300
H -1.7360 1.0724 -0.5671
H -1.6933 -0.2963 -1.5806
H 0.6559 -0.1053 -1.9210
H 0.1828 1.6694 -1.8461
H -0.4246 -0.2651 2.3069
H -0.3450 -1.9629 1.7842
H 2.4156 -1.2765 2.0692
H 2.6169 -2.1176 0.6381
```

Results of the Löwdin charge analysis, in e, for atoms 1 through 6: N 0.05; C -0.14; C -0.21; N -0.37; O 0.16; O 0.10

---

Look up the largest force on an atom of the fifth one.
5.867 eV Å⁻¹